(1)
{
  "formula": "C46H49FN3O10",
  "method": "the ωB97M-V functional and the def2-TZVPD basis",
  "fmax_ev_per_a": 1.9,
  "e_tot_ev": -76147.3810,
  "total_charge": 1,
  "mol_weight_da": 822.907,
  "orbital_gap_ev": 5.708,
  "elements": ["F", "O", "O", "O", "O", "O", "O", "O", "O", "O", "O", "N", "N", "N", "C", "C", "C", "C", "C", "C", "C", "C", "C", "C", "C", "C", "C", "C", "C", "C", "C", "C", "C", "C", "C", "C", "C", "C", "C", "C", "C", "C", "C", "C", "C", "C", "C", "C", "C", "C", "C", "C", "C", "C", "C", "C", "C", "C", "C", "C", "H", "H", "H", "H", "H", "H", "H", "H", "H", "H", "H", "H", "H", "H", "H", "H", "H", "H", "H", "H", "H", "H", "H", "H", "H", "H", "H", "H", "H", "H", "H", "H", "H", "H", "H", "H", "H", "H", "H", "H", "H", "H", "H", "H", "H", "H", "H", "H", "H"],
  "positions_angstrom": [[-1.230, 1.398, 3.056], [3.008, -5.796, -0.723], [-1.887, 4.581, -7.889], [-1.077, 1.375, -3.755], [6.368, 6.566, -9.941], [4.030, -0.640, -1.350], [6.993, 3.341, -5.788], [-4.774, -5.308, 4.715], [-4.127, -8.536, 8.862], [4.842, 3.050, 0.119], [3.107, 2.553, -4.859], [-1.626, 4.014, 1.410], [-0.678, 0.645, -1.159], [-0.418, 0.984, 0.971], [-4.674, -1.881, 6.774], [-4.097, -2.054, 2.128], [-0.414, 2.230, 0.332], [1.135, 1.056, 2.920], [3.115, 2.374, -1.323], [-5.627, -7.362, 7.479], [-4.276, -7.798, 7.915], [-3.112, -7.293, 7.141], [8.017, 4.576, -7.511], [-4.626, -6.050, 5.666], [2.683, 2.247, -2.571], [4.630, -4.088, -0.762], [5.293, 3.355, -2.176], [-0.615, 0.051, 0.024], [-3.750, -1.166, 4.531], [3.803, -1.823, -1.208], [-1.767, -2.870, 2.670], [3.520, 2.667, -3.720], [-0.246, 0.720, 2.394], [-2.627, 2.582, -5.055], [-2.241, -1.833, 0.415], [-4.072, 0.565, 6.262], [4.887, -2.792, -0.922], [-2.606, -1.810, 1.900], [-1.702, 3.848, -6.947], [-0.284, 3.562, 1.022], [-4.551, -2.052, 3.597], [2.161, -3.646, -1.153], [3.248, -4.619, -0.866], [-0.562, 2.024, -0.998], [-1.267, 2.115, -4.711], [4.859, 3.227, -3.429], [6.851, 4.082, -6.742], [5.344, 5.330, -8.220], [7.861, 5.386, -8.555], [-0.340, 3.374, -6.590], [4.456, 2.939, -1.023], [2.422, -2.352, -1.312], [-2.832, 3.386, -6.095], [6.512, 5.828, -8.993], [-4.163, -0.865, 5.786], [-3.275, -6.484, 6.099], [5.502, 4.521, -7.176], [-0.141, 2.568, -5.550], [-0.759, -1.427, 0.155], [-5.788, -6.552, 6.436], [0.471, 3.720, -7.218], [-0.580, 2.770, -1.764], [-1.748, 5.001, 1.244], [1.098, 0.960, 4.002], [-2.837, -1.045, -0.060], [-2.369, -3.487, 3.327], [1.648, -1.623, -1.524], [-4.544, -3.073, 4.001], [5.407, -4.812, -0.552], [0.356, 3.464, 1.897], [1.498, 2.033, 2.625], [-6.462, -7.739, 8.055], [8.698, 5.758, -9.131], [8.991, 4.243, -7.176], [-2.785, -0.750, 4.254], [-0.383, -0.352, 2.522], [-4.976, 1.078, 5.946], [-2.486, -2.774, -0.073], [4.664, 4.146, -6.600], [0.845, 2.214, -5.270], [-3.817, 3.741, -6.368], [-3.433, 2.235, -4.421], [-4.643, -1.261, 1.604], [-2.401, -0.799, 2.247], [5.454, 3.523, -4.284], [-6.764, -6.223, 6.102], [6.267, 3.763, -1.940], [1.815, 0.299, 2.529], [2.520, 2.072, -0.469], [0.158, 4.273, 0.330], [-5.380, -1.411, 7.462], [-0.495, -1.859, -0.811], [4.370, 5.663, -8.555], [1.159, -4.053, -1.226], [-1.246, -3.498, 1.945], [-2.441, -6.106, 5.522], [-3.822, -2.209, 7.370], [1.709, 1.834, -2.810], [-5.143, -2.739, 6.294], [-1.828, 3.782, 2.371], [-4.403, -2.980, 1.635], [5.888, -2.386, -0.851], [-0.977, -2.365, 3.232], [-3.944, 0.621, 7.345], [-3.184, 1.028, 5.823], [-0.075, -1.864, 0.880], [-0.788, 0.212, -2.067], [-2.135, -7.622, 7.474], [-5.592, -1.739, 3.624]],
  "mulliken_charge": [-0.379, -0.527, -0.509, -0.490, -0.524, -0.378, -0.576, -0.552, -0.529, -0.576, -0.579, -0.538, 0.525, 0.922, -1.202, -1.704, -0.187, -1.305, -0.197, -0.405, 0.321, -0.380, -0.426, 0.476, 0.102, -0.432, -0.630, -0.443, 0.009, 0.119, -1.388, 0.213, 0.126, -0.406, -1.623, -1.222, -0.389, 1.827, 0.263, -1.266, -0.134, -0.275, 0.241, -0.368, 0.294, 0.105, 0.513, -0.439, -0.412, -0.421, 0.045, -0.063, -0.387, 0.306, 0.357, -0.330, -0.154, -0.304, -0.473, -0.335, 0.513, 0.652, 0.236, 0.434, 0.365, 0.427, 0.399, -0.087, 0.424, 0.148, 0.289, 0.411, 0.410, 0.427, 0.179, 0.110, 0.290, 0.575, 0.416, 0.485, 0.424, 0.436, 0.408, -0.192, 0.129, 0.431, 0.458, 0.370, 0.578, 0.687, 0.396, 0.259, 0.436, 0.456, 0.390, 0.427, 0.300, 0.376, 0.309, 0.204, 0.351, 0.447, 0.217, 0.404, 0.248, 0.655, 0.421, 0.413, 0.553]
}

---

(2)
{
  "formula": "C11H20Cl2IrO3",
  "method": "the ωB97M-V functional and the def2-TZVPD basis",
  "fmax_ev_per_a": 4.2,
  "multiplicity": 6,
  "de_lowest_kj_mol": 0.0,
  "e_tot_ev": -45752.2054,
  "total_charge": -2,
  "mol_weight_da": 463.401,
  "orbital_gap_ev": [3.525, 5.631],
  "elements": ["Ir", "Cl", "Cl", "O", "O", "O", "C", "C", "C", "C", "C", "C", "C", "C", "C", "C", "C", "H", "H", "H", "H", "H", "H", "H", "H", "H", "H", "H", "H", "H", "H", "H", "H", "H", "H", "H", "H"],
  "positions_angstrom": [[-0.155, -0.018, 0.378], [-1.454, -1.939, 0.559], [1.192, -1.531, -0.688], [-1.327, 0.532, 1.870], [1.145, 1.365, 0.894], [1.084, -0.911, 1.820], [-1.655, 0.580, -1.325], [1.458, 2.705, -1.499], [-0.903, -0.077, -2.352], [-3.117, 0.470, -1.075], [-0.842, 1.666, -0.794], [0.371, 1.716, -1.640], [-1.389, 2.865, -0.121], [-1.267, -1.346, -3.014], [1.443, 0.219, -3.435], [0.986, -2.046, 2.624], [0.331, 0.640, -2.542], [1.930, 0.871, 1.194], [-3.306, 0.678, -0.015], [-1.924, 3.518, -0.818], [-0.675, -2.196, -2.659], [1.976, -2.217, 3.085], [1.489, 3.070, -0.467], [1.210, 0.429, -4.489], [2.356, 0.764, -3.175], [0.257, -1.858, 3.434], [-2.317, -1.591, -2.839], [1.337, 3.566, -2.172], [-0.711, 1.163, 2.303], [-3.474, -0.538, -1.309], [2.432, 2.243, -1.708], [-3.681, 1.209, -1.673], [-0.575, 3.432, 0.324], [-2.071, 2.560, 0.668], [-1.170, -1.280, -4.100], [0.671, -2.904, 2.013], [1.647, -0.857, -3.322]],
  "mulliken_charge": [1.269, -0.611, -0.537, -0.834, -0.746, -0.553, 1.117, -2.006, 0.705, -1.767, 0.203, 1.034, -1.834, -1.936, -1.585, -0.823, 0.665, 0.279, 0.356, 0.315, 0.233, 0.208, 0.324, 0.274, 0.364, 0.208, 0.377, 0.248, 0.291, 0.398, 0.420, 0.216, 0.403, 0.393, 0.416, 0.230, 0.287]
}

---

(3)
{
  "formula": "C5H12F3NO2SSi",
  "method": "the ωB97M-V functional and the def2-TZVPD basis",
  "fmax_ev_per_a": 3.3,
  "de_lowest_kj_mol": 0.0,
  "e_tot_ev": -37830.1687,
  "mol_weight_da": 235.303,
  "orbital_gap_ev": 10.954,
  "elements": ["S", "Si", "F", "F", "F", "O", "O", "N", "C", "C", "C", "C", "C", "H", "H", "H", "H", "H", "H", "H", "H", "H", "H", "H", "H"],
  "positions_angstrom": [[-1.557, 0.752, 0.124], [1.065, 0.049, -0.495], [-3.954, -0.114, 0.830], [-2.642, -1.757, 0.360], [-3.410, -0.659, -1.249], [-2.124, 1.742, 0.997], [-1.326, 1.068, -1.235], [-0.264, 0.011, 0.706], [2.331, -1.071, 0.431], [0.521, -0.887, -1.985], [-2.957, -0.478, 0.012], [1.404, 1.974, -0.691], [-0.148, -0.045, 2.101], [-0.029, -1.703, -1.578], [2.123, -1.143, 1.489], [0.870, 0.194, 2.380], [1.985, 2.371, 0.142], [-0.768, 0.671, 2.610], [-0.558, -1.065, 2.485], [3.369, -0.808, 0.299], [2.311, -2.069, -0.056], [0.533, 2.573, -0.845], [-0.065, -0.351, -2.731], [1.354, -1.391, -2.400], [1.937, 2.138, -1.699]],
  "mulliken_charge": [1.005, 0.345, -0.223, -0.258, -0.238, -0.688, -0.622, 0.321, -1.193, -1.133, 0.668, -1.124, -1.134, 0.365, 0.355, 0.393, 0.324, 0.409, 0.246, 0.398, 0.291, 0.425, 0.310, 0.453, 0.307]
}

---

(4)
{
  "formula": "C12H30ClLiN2O4",
  "method": "the ωB97M-V functional and the def2-TZVPD basis",
  "fmax_ev_per_a": 2.6,
  "de_lowest_kj_mol": 109.0,
  "e_tot_ev": -36826.4858,
  "mol_weight_da": 308.776,
  "orbital_gap_ev": 7.724,
  "elements": ["Cl", "O", "O", "O", "O", "N", "N", "C", "C", "C", "C", "C", "C", "C", "C", "C", "C", "C", "C", "Li", "H", "H", "H", "H", "H", "H", "H", "H", "H", "H", "H", "H", "H", "H", "H", "H", "H", "H", "H", "H", "H", "H", "H", "H", "H", "H", "H", "H", "H", "H"],
  "positions_angstrom": [[-0.431, 0.401, 1.558], [-0.092, -2.524, -0.396], [2.275, 0.137, -3.020], [3.979, 2.904, 3.476], [-5.159, -0.504, 0.484], [2.959, 0.753, 0.641], [-2.645, -0.960, -0.907], [-1.831, -1.424, -2.009], [2.118, -0.132, -1.613], [-6.072, -0.040, 1.471], [3.657, 1.932, 1.213], [3.389, 3.535, 4.591], [-3.696, 0.004, -1.387], [3.032, 2.411, 2.542], [0.583, -3.685, -0.015], [1.537, -0.705, -3.974], [-0.965, -2.685, -1.557], [3.167, 0.645, -0.820], [-4.426, 0.563, -0.125], [-0.617, -1.916, 1.694], [-3.171, 0.887, -1.752], [4.192, 0.315, -0.986], [2.357, 1.641, 2.917], [-4.380, -0.391, -2.138], [1.810, -0.414, -4.989], [1.980, 0.834, 0.878], [-0.409, -3.012, -2.436], [2.765, 4.415, 4.435], [1.854, -1.717, -3.725], [-6.720, -0.858, 1.787], [-5.594, 0.303, 2.389], [1.110, 0.195, -1.359], [3.158, 1.672, -1.185], [0.460, -0.627, -3.826], [4.689, 1.743, 1.508], [2.855, 2.845, 5.246], [-2.009, -0.515, -0.261], [2.225, -1.181, -1.336], [-0.046, -4.472, 0.400], [-5.072, 1.413, -0.344], [3.688, 2.804, 0.560], [4.225, 3.900, 5.188], [1.392, -3.474, 0.684], [-1.170, -0.657, -2.413], [-1.727, -3.418, -1.294], [2.395, 3.271, 2.333], [-2.441, -1.802, -2.829], [1.086, -4.118, -0.879], [-6.641, 0.791, 1.054], [-3.624, 0.915, 0.524]],
  "mulliken_charge": [-0.820, 0.011, -0.400, -0.354, -0.305, -0.198, -0.123, -0.840, 0.024, -0.716, -0.439, -0.765, -0.696, -0.465, -1.040, -0.445, -0.733, -0.683, -0.565, 0.736, 0.338, 0.270, 0.330, 0.415, 0.281, 0.081, 0.396, 0.317, 0.258, 0.237, 0.285, 0.202, 0.350, 0.131, 0.284, 0.308, 0.052, 0.143, 0.396, 0.430, 0.262, 0.272, 0.381, 0.380, 0.425, 0.298, 0.381, 0.314, 0.303, 0.301]
}